{
  "formula": "C19H19BrN2OReSeSi",
  "method": "ωB97M-V with the def2-TZVPD basis set",
  "species": ["Re", "Br", "C", "C", "C", "C", "C", "C", "C", "C", "C", "C", "H", "H", "H", "H", "H", "H", "C", "Si", "C", "C", "O", "H", "H", "H", "H", "H", "H", "H", "H", "H", "Se", "N", "C", "C", "C", "C", "C", "C", "N", "H", "H", "H", "H"],
  "xyz": [[0.27638, -0.39376, -0.75743], [2.69278, 0.07534, -1.14443], [2.66968, 1.92824, -0.53123], [3.79048, 2.70894, -0.59843], [3.69758, 4.05504, -0.21963], [2.49158, 4.57144, 0.18137], [1.33848, 3.76294, 0.26387], [0.09398, 4.28944, 0.66527], [-1.00152, 3.47104, 0.79507], [-0.89732, 2.10454, 0.52257], [0.27178, 1.53814, 0.03897], [1.42068, 2.37864, -0.07133], [4.72498, 2.29614, -0.94103], [4.57868, 4.67674, -0.26813], [2.41028, 5.61324, 0.44977], [0.02198, 5.34614, 0.87257], [-1.94492, 3.87894, 1.12367], [-1.76222, 1.47524, 0.67247], [-4.04712, -0.22326, 0.59047], [-3.22402, -0.55176, -1.11443], [-3.63352, 1.02984, -2.14713], [-3.83032, -2.13486, -2.00173], [-1.62592, -0.67306, -0.92753], [-5.11612, -0.35426, 0.46357], [-3.87932, 0.79534, 0.92777], [-3.70232, -0.89956, 1.36577], [-4.62282, 0.91354, -2.57383], [-2.92422, 1.19444, -2.94853], [-3.64292, 1.90174, -1.50133], [-4.83362, -1.96106, -2.37603], [-3.87912, -2.97126, -1.31013], [-3.19352, -2.42336, -2.83383], [-0.90162, -3.35986, -0.25243], [0.39508, -2.13346, 0.24257], [1.39398, -2.79996, 0.84947], [2.55338, -2.26506, 1.42797], [3.54318, -3.12916, 1.83447], [3.39788, -4.52676, 1.73847], [2.23678, -5.08856, 1.27927], [1.20908, -4.23376, 0.83437], [0.06418, -4.63966, 0.30967], [2.63178, -1.19666, 1.55697], [4.45608, -2.72236, 2.24017], [4.20358, -5.16686, 2.05707], [2.09838, -6.15676, 1.21507]],
  "forces_ev_per_angstrom": [[-3.08, 1.24, 0.79], [0.73, 0.51, -0.01], [-0.18, 0.45, 0.19], [-0.10, -0.69, -0.16], [-0.29, 0.19, 0.10], [0.28, -0.10, -0.08], [0.17, -0.44, -0.13], [-0.17, -0.31, 0.02], [0.12, 0.16, 0.06], [-0.42, -0.39, -0.05], [0.46, -1.06, -0.55], [0.45, -0.02, -0.19], [0.18, 0.01, -0.07], [0.03, 0.02, 0.00], [0.00, 0.13, 0.01], [-0.03, 0.11, 0.08], [-0.08, -0.01, 0.02], [-0.11, 0.02, 0.02], [0.76, -0.54, -0.94], [-3.84, 1.14, -0.68], [0.56, -1.20, 0.71], [0.51, 0.76, 0.77], [4.44, -0.12, 0.39], [-0.26, -0.04, 0.04], [0.02, 0.17, -0.03], [-0.04, -0.18, 0.19], [-0.22, 0.01, -0.13], [0.11, 0.05, -0.29], [0.01, 0.17, 0.10], [-0.17, 0.02, -0.08], [-0.09, -0.19, 0.11], [0.07, 0.08, -0.17], [-0.46, 0.53, -0.19], [-0.13, 0.38, -0.20], [0.36, -0.36, 0.07], [0.20, 0.11, 0.04], [-0.43, 0.65, -0.12], [-0.54, -0.77, -0.18], [0.77, -0.10, 0.33], [-0.37, 0.55, -0.27], [0.42, -0.93, 0.25], [0.19, 0.06, 0.00], [0.08, 0.03, 0.12], [0.12, -0.05, 0.05], [-0.04, -0.07, 0.06]],
  "max_force_ha_per_bohr": 0.0868,
  "charge": 2,
  "multiplicity": 4,
  "homo_lumo_gap_ev": [6.30, 6.11],
  "total_energy_ev": -170419.1734,
  "e_lumo_ev": [-8.54, -8.91],
  "homo_ev": [-14.839, -15.015],
  "s2": 3.79
}



{
  "formula": "C19H19Cl3N7O2S2Ti",
  "method": "ωB97M-V with the def2-TZVPD basis set",
  "species": ["Ti", "C", "C", "N", "N", "C", "N", "S", "C", "C", "C", "C", "C", "N", "H", "H", "H", "H", "H", "H", "H", "H", "H", "S", "C", "C", "C", "C", "C", "C", "C", "C", "C", "N", "H", "H", "H", "H", "H", "H", "Cl", "C", "Cl", "Cl", "C", "O", "O", "N", "N", "H", "H", "H", "H"],
  "xyz": [[-0.91064, 0.14295, -0.10378], [0.35182, -2.74021, 2.94625], [-0.01969, -2.06635, 1.65941], [-0.70258, -0.86158, 1.61628], [-0.85922, -0.31205, 2.89285], [-1.84159, 0.52525, 2.93534], [-2.07043, 1.15804, 4.15616], [-2.88574, 0.88203, 1.60794], [0.35914, -2.52288, 0.43270], [1.01262, -3.79572, 0.21412], [1.33960, -4.20175, -1.02522], [1.04001, -3.34616, -2.13666], [0.45267, -2.15361, -1.90030], [0.09284, -1.67400, -0.65847], [0.52314, -1.99991, 3.72433], [1.25985, -3.32979, 2.82825], [-0.43244, -3.40789, 3.32280], [-1.26345, 1.15290, 4.76061], [-2.52988, 2.04851, 4.06993], [1.21031, -4.43027, 1.06629], [1.81726, -5.16321, -1.17605], [1.27096, -3.62915, -3.15500], [0.24954, -1.48881, -2.72538], [-1.19795, 4.70285, -0.41562], [-2.59960, 4.15566, -1.23398], [-2.70143, 2.79993, -1.24712], [-1.62774, 2.12750, -0.56645], [-0.74845, 3.06399, -0.09481], [0.44046, 2.64655, 0.61612], [1.31875, 3.50115, 1.29888], [2.41038, 2.95952, 1.93204], [2.63498, 1.58548, 1.90133], [1.72094, 0.80720, 1.23280], [0.65007, 1.31777, 0.61522], [-3.27977, 4.87109, -1.67325], [-3.53130, 2.28961, -1.72098], [1.12439, 4.56526, 1.31272], [3.09716, 3.60778, 2.46514], [3.48320, 1.12624, 2.38730], [1.81459, -0.27045, 1.18217], [-3.02804, -1.03493, -0.94383], [-2.89595, -0.89218, -2.73725], [-4.35894, -0.08587, -3.34238], [-2.79527, -2.52561, -3.41896], [-1.62605, -0.08032, -3.16843], [-1.49695, 0.09273, -4.36291], [-0.85116, 0.30201, -2.23073], [3.33652, -0.57697, -2.22957], [2.55051, 0.54910, -1.82955], [3.01932, -0.92390, -3.12882], [3.14391, -1.31763, -1.56758], [1.58327, 0.47250, -2.13329], [2.94608, 1.37759, -2.25060]],
  "forces_ev_per_angstrom": [[-1.42, -0.96, 0.19], [-0.21, -0.04, 0.16], [-0.20, 0.63, 0.20], [1.09, -0.49, 0.39], [-0.32, -0.03, -0.60], [-0.07, 0.10, 0.32], [-0.12, -0.12, -0.16], [0.47, -0.12, -0.14], [0.37, -0.34, -0.75], [-0.21, 0.35, 0.21], [0.06, -0.03, -0.39], [0.16, -0.35, 0.09], [-0.20, 0.43, 0.47], [0.08, -0.14, 0.15], [0.02, 0.04, -0.04], [0.01, -0.02, -0.03], [-0.01, 0.03, -0.05], [0.01, 0.03, 0.01], [0.02, 0.03, 0.01], [-0.02, 0.01, 0.02], [-0.01, 0.03, -0.05], [0.01, -0.03, 0.03], [0.02, -0.02, -0.02], [-0.03, 0.24, 0.03], [-0.09, 0.04, -0.08], [0.12, -0.22, 0.14], [0.11, 0.50, -0.30], [0.33, -0.19, 0.15], [-0.09, 0.51, 0.06], [-0.10, -0.10, -0.22], [0.23, 0.12, 0.17], [-0.08, -0.01, -0.07], [0.01, -0.11, -0.05], [0.45, 0.40, 0.23], [0.03, -0.01, 0.02], [0.01, 0.01, 0.00], [0.00, -0.01, 0.01], [-0.01, -0.01, -0.01], [0.01, 0.04, 0.00], [0.01, -0.01, 0.03], [-0.49, -0.05, -0.59], [-0.24, -0.20, 0.29], [0.12, -0.05, 0.06], [0.00, 0.08, 0.03], [0.59, 0.55, 0.17], [-0.06, -0.10, -0.02], [-0.37, -0.44, -0.03], [0.01, 0.07, -0.10], [-0.01, 0.07, 0.11], [0.00, -0.07, -0.04], [0.00, -0.02, 0.06], [-0.03, 0.00, -0.05], [0.04, 0.00, -0.03]],
  "max_force_ha_per_bohr": 0.0336,
  "charge": -1,
  "multiplicity": 1,
  "homo_lumo_gap_ev": [5.58, 5.60],
  "total_energy_ev": -116893.0593,
  "e_lumo_ev": [2.51, 2.52],
  "homo_ev": [-3.070, -3.084],
  "de_lowest_kcal_mol": 25.7
}



{
  "formula": "C19H19ClN2OS",
  "method": "ωB97M-V with the def2-TZVPD basis set",
  "species": ["O", "C", "N", "C", "C", "C", "C", "C", "C", "C", "C", "C", "N", "C", "C", "C", "C", "C", "Cl", "C", "C", "C", "C", "S", "H", "H", "H", "H", "H", "H", "H", "H", "H", "H", "H", "H", "H", "H", "H", "H", "H", "H", "H"],
  "xyz": [[1.48168, 1.90293, 1.02918], [0.42640, 2.34786, 0.60383], [-0.20532, 3.23901, 1.24249], [0.30203, 4.04280, 2.51938], [1.14648, 3.46760, 3.63921], [1.72736, 4.33409, 2.90132], [-0.17778, 1.93305, -0.44211], [-1.30021, 2.50586, -1.06597], [-1.91211, 1.99985, -2.19043], [-1.65886, 0.54380, -2.43086], [-0.49078, -0.20274, -1.85196], [-0.03471, 0.36201, -0.77891], [-0.42903, -1.57356, -2.01305], [1.10609, -2.29861, -1.65871], [0.71355, -2.55702, -0.18993], [-0.42031, -2.97536, 0.34996], [-0.56813, -3.70143, 1.58715], [0.38880, -3.29661, 2.66262], [0.32828, -3.68196, 4.22639], [1.55940, -2.66974, 2.12430], [1.79859, -2.43876, 0.76036], [-1.21495, -2.40555, -2.95887], [-1.52386, -1.68152, -4.13488], [-2.33412, -0.11389, -3.94053], [-0.99041, 3.39358, 1.18184], [-0.41108, 4.58362, 2.87885], [0.86833, 3.53683, 4.71906], [1.21137, 2.29460, 3.52039], [1.91870, 5.32992, 3.38298], [2.57273, 3.80931, 2.09357], [-1.45689, 3.39850, -1.05527], [-2.69122, 2.31520, -2.73202], [0.75958, -0.03197, -0.05361], [1.28521, -3.01546, -2.23776], [1.48245, -1.44653, -1.54418], [-1.30430, -3.52828, -0.40881], [-1.47078, -3.95932, 2.03310], [2.40266, -2.57198, 2.79974], [2.80426, -1.82874, 0.46853], [-2.13783, -2.51771, -2.46311], [-0.74584, -3.40300, -3.04080], [-0.65065, -1.15990, -4.75267], [-2.15479, -2.28076, -4.77984]],
  "forces_ev_per_angstrom": [[2.09, -0.79, 0.20], [5.47, 0.51, 5.78], [16.54, 3.07, 8.23], [3.44, -4.50, -3.01], [-5.91, -11.33, 6.64], [7.09, 5.81, -7.84], [-6.96, -9.12, -10.33], [3.55, -7.97, -1.42], [2.80, -8.02, 1.92], [2.02, 1.99, -1.70], [-5.74, -1.07, -2.43], [4.78, 6.67, 5.60], [3.44, -3.19, -1.43], [-10.84, 2.67, 6.37], [5.46, -0.41, 0.53], [-5.68, -6.66, -1.19], [3.37, 4.82, 2.78], [0.42, 0.25, -7.54], [-0.49, -0.87, 3.11], [0.36, -0.97, 0.08], [0.30, 2.21, -0.11], [1.73, 0.70, 3.18], [1.89, 2.51, -4.76], [-1.84, 1.06, 1.37], [-18.15, 3.35, -2.10], [-4.22, 3.64, 1.44], [-0.01, 0.81, -1.00], [0.71, 2.42, -0.19], [0.22, -0.84, -1.12], [-2.38, 2.21, 2.32], [-1.71, 10.66, 1.51], [-2.63, 2.09, -1.68], [-1.37, 0.18, -1.32], [1.84, -5.53, -4.80], [5.12, 6.34, -0.36], [2.33, 2.47, 1.80], [-1.87, -1.12, -0.22], [-0.09, 0.43, 0.09], [-2.41, -1.93, 0.62], [-1.50, -0.79, 0.71], [-0.15, 0.66, -0.34], [-0.91, -2.53, 1.09], [-0.09, 0.12, -0.49]],
  "max_force_ha_per_bohr": 0.3642,
  "charge": 0,
  "multiplicity": 1,
  "homo_lumo_gap_ev": 7.45,
  "total_energy_ev": -48381.6496,
  "e_lumo_ev": 0.01,
  "homo_ev": -7.445,
  "de_lowest_kcal_mol": 349.1
}



{
  "formula": "C19H19F2O",
  "method": "ωB97M-V with the def2-TZVPD basis set",
  "species": ["C", "C", "C", "F", "C", "C", "C", "C", "C", "C", "F", "C", "C", "C", "C", "C", "C", "H", "H", "H", "H", "H", "H", "H", "H", "H", "H", "H", "H", "H", "C", "C", "O", "C", "C", "H", "H", "H", "H", "H", "H"],
  "xyz": [[-0.93360, -5.39909, -0.20891], [-0.76995, -3.92548, -0.27635], [0.29835, -3.29095, 0.36318], [1.10836, -4.06754, 1.15537], [0.52231, -1.93496, 0.27900], [-0.37176, -1.13048, -0.42796], [-0.35613, 0.42733, -0.43413], [0.35045, 1.09399, 0.78616], [0.60691, 0.40848, 1.98879], [1.23710, 1.07652, 3.04066], [1.65614, 0.38060, 4.14652], [1.43401, 2.45229, 3.03551], [2.14095, 3.19283, 4.11182], [0.98003, 3.16036, 1.91264], [0.42756, 2.48684, 0.81911], [-1.46145, -1.73315, -1.06940], [-1.60833, -3.11251, -1.05558], [-1.66160, -5.74738, -0.93152], [-0.01360, -5.93854, -0.39993], [-1.27184, -5.72460, 0.76636], [1.35907, -1.53645, 0.86498], [-1.31802, 0.82339, -0.53175], [0.31003, -0.61540, 2.19658], [2.11564, 4.25483, 3.89473], [1.70668, 3.05747, 5.09019], [3.18477, 2.91929, 4.20192], [1.01781, 4.25046, 1.88279], [-0.04901, 3.06167, 0.03416], [-2.25148, -1.10967, -1.51360], [-2.45927, -3.55373, -1.59306], [-0.67223, 0.52123, -3.16674], [-1.36285, 1.70508, -3.73387], [-0.84979, 2.86964, -2.97063], [-0.04736, 2.44361, -2.05388], [-0.00408, 0.97577, -1.78123], [-1.25607, -0.38396, -3.20046], [0.27370, 0.32670, -3.67082], [-1.06282, 1.84166, -4.75956], [-2.44787, 1.71004, -3.65906], [0.47369, 3.15061, -1.42849], [1.02557, 0.61321, -1.70356]],
  "forces_ev_per_angstrom": [[-0.21, -0.47, -0.03], [0.42, 0.53, -0.69], [-0.32, -0.87, 0.24], [-0.55, 0.87, -0.78], [0.73, 0.29, 0.31], [-0.88, 0.99, -0.17], [-0.32, -0.85, 2.24], [-1.32, -0.28, -0.06], [0.50, 0.13, 0.42], [-0.10, 0.07, 0.21], [-0.64, 0.50, -1.13], [0.24, 0.38, -0.72], [0.11, 0.36, 0.30], [-0.46, -0.55, -0.28], [0.44, 0.06, 0.66], [0.05, 0.12, 0.18], [-0.32, -0.23, 0.36], [-0.18, 0.04, -0.14], [0.30, 0.08, -0.03], [-0.09, 0.01, 0.34], [-0.30, -0.22, -0.65], [-2.58, -0.39, 1.67], [0.22, 0.25, -0.31], [-0.02, 0.16, -0.02], [-0.26, -0.21, 0.30], [0.24, -0.26, -0.10], [0.11, -0.33, 0.18], [0.16, 0.08, 0.64], [0.47, -0.38, 0.14], [0.46, 0.06, 0.34], [1.87, -0.72, 1.42], [-0.57, -0.02, -0.35], [1.86, -0.94, 1.30], [-1.14, -0.51, -0.05], [1.89, 0.67, -3.06], [-0.14, -0.11, 0.32], [-0.46, -0.16, -0.84], [-0.09, 0.49, -0.30], [0.05, 0.16, 0.16], [0.18, 0.50, -0.78], [0.66, 0.70, -1.24]],
  "max_force_ha_per_bohr": 0.0711,
  "charge": 1,
  "multiplicity": 1,
  "homo_lumo_gap_ev": 6.61,
  "total_energy_ev": -27484.3185,
  "e_lumo_ev": -5.36,
  "homo_ev": -11.966,
  "de_lowest_kcal_mol": 37.2
}



{
  "formula": "C19H19F3NO6S3",
  "method": "ωB97M-V with the def2-TZVPD basis set",
  "species": ["C", "C", "C", "C", "O", "C", "C", "O", "H", "H", "H", "H", "H", "H", "H", "H", "H", "F", "C", "F", "F", "S", "N", "S", "C", "C", "C", "C", "C", "C", "O", "O", "S", "C", "C", "C", "C", "C", "C", "O", "O", "H", "H", "H", "H", "H", "H", "H", "H", "H", "H"],
  "xyz": [[-1.18389, -0.46366, 4.34616], [-1.27450, 1.01731, 4.29970], [-0.01332, 1.69893, 4.30534], [0.12074, 3.18498, 4.37458], [1.01830, 1.04425, 4.26621], [-2.51758, 1.72805, 4.20667], [-3.84700, 1.06121, 4.37203], [-2.54488, 2.93194, 3.98796], [-2.14786, -0.96699, 4.33563], [-0.60712, -0.82791, 3.49479], [-0.64878, -0.77736, 5.24308], [-0.84508, 3.68236, 4.41788], [0.68597, 3.46471, 5.26407], [0.65896, 3.55237, 3.50074], [-3.80585, -0.02350, 4.40190], [-4.32231, 1.40743, 5.28828], [-4.50006, 1.34818, 3.55007], [-2.44145, -0.55691, -3.78634], [-1.18430, -0.53601, -3.32532], [-0.28957, -0.51357, -4.32273], [-0.99836, 0.49108, -2.48843], [-0.92798, -2.08709, -2.38592], [0.70890, -1.68802, -2.06442], [1.54386, -3.01696, -2.81635], [2.58114, -1.97719, -3.87505], [2.60826, -2.22157, -5.22516], [3.42015, -1.46702, -6.04536], [4.20180, -0.46735, -5.50442], [4.15338, -0.21374, -4.14822], [3.34035, -0.96917, -3.32917], [2.52482, -3.74229, -1.94211], [0.75949, -3.84204, -3.80146], [0.77294, -1.56964, -0.32354], [-0.39152, -0.25015, 0.12838], [0.02380, 1.05988, 0.19268], [-0.86073, 2.04778, 0.57313], [-2.16347, 1.72494, 0.89140], [-2.58208, 0.41401, 0.81081], [-1.69406, -0.57187, 0.43113], [0.18253, -2.78804, 0.32855], [2.11354, -0.97028, -0.00493], [1.98605, -3.01201, -5.61982], [3.44135, -1.66013, -7.10457], [4.84758, 0.11413, -6.14272], [4.75259, 0.57734, -3.72896], [3.28103, -0.78877, -2.26515], [1.05136, 1.29606, -0.04111], [-0.53721, 3.07486, 0.62913], [-2.84663, 2.49355, 1.21813], [-3.60069, 0.15812, 1.05108], [-2.00264, -1.60425, 0.38177]],
  "forces_ev_per_angstrom": [[0.15, -0.36, 0.07], [-1.36, 0.85, -0.01], [-1.25, -0.24, -0.22], [-0.38, 1.07, 0.28], [1.76, -0.85, 0.05], [2.09, -1.45, 0.27], [-0.58, -0.77, -0.01], [-1.34, 2.33, -0.61], [-0.06, 0.01, 0.00], [0.13, -0.22, -0.05], [0.13, -0.26, 0.06], [0.26, -0.02, -0.04], [0.31, -0.17, 0.01], [0.16, -0.06, -0.08], [-0.04, -0.09, 0.07], [0.03, 0.11, 0.11], [-0.06, 0.14, -0.13], [0.48, 0.49, -0.18], [0.21, -1.42, 1.14], [-0.64, 0.86, -0.01], [-0.21, 0.25, -1.33], [-1.66, 0.85, -0.57], [-1.08, -2.05, 0.63], [4.61, -3.17, -2.80], [-0.55, -0.26, 0.30], [-0.46, -0.64, -0.33], [0.10, 0.01, -0.16], [0.08, 0.06, -0.19], [0.15, 0.16, 0.18], [-0.03, 0.09, 0.65], [-3.24, 2.04, -1.15], [1.05, 2.17, 3.22], [1.17, 0.95, 4.89], [0.28, -0.52, -0.67], [0.92, 0.22, -0.17], [0.10, 0.15, -0.01], [-0.17, 0.24, 0.01], [-0.06, -0.19, 0.01], [-0.43, -0.75, 0.09], [2.13, 2.48, -2.31], [-2.94, -2.41, -1.30], [0.00, 0.01, -0.10], [0.00, -0.06, -0.18], [0.07, 0.12, -0.07], [0.08, 0.10, 0.12], [0.10, 0.13, 0.15], [0.07, 0.07, 0.02], [0.13, 0.07, 0.08], [-0.03, 0.08, 0.10], [-0.12, -0.10, 0.10], [-0.08, -0.07, 0.05]],
  "max_force_ha_per_bohr": 0.1217,
  "charge": -1,
  "multiplicity": 1,
  "homo_lumo_gap_ev": 5.10,
  "total_energy_ev": -74442.3485,
  "e_lumo_ev": 1.98,
  "homo_ev": -3.123,
  "de_lowest_kcal_mol": 0.0
}